No. 1
Formula: C45H60BrN5O3RbSb2SeSi
Source: the OMol25 dataset
Level of theory: wB97M-V/def2-TZVPD

Each line ends with the Mulliken charge.
CARTESIAN COORDINATES (ANGSTROEM)
Rb (-1.705, -0.924, 0.266)  0.84
C (1.270, 0.211, -1.605)  1.31
C (2.655, 0.431, -1.042)  0.50
C (2.900, -0.415, 0.195)  -1.92
Sb (1.361, -0.140, 1.721)  -0.07
C (2.835, -0.035, 3.306)  0.37
C (2.691, 0.890, 4.329)  -0.40
C (3.648, 1.004, 5.321)  -0.85
C (4.767, 0.188, 5.296)  -0.44
C (4.911, -0.753, 4.291)  -0.55
C (3.940, -0.871, 3.311)  -0.39
C (1.483, 2.014, 1.516)  0.44
C (0.346, 2.767, 1.276)  -0.65
C (0.448, 4.118, 0.982)  -0.52
C (1.688, 4.731, 0.938)  -0.59
C (2.827, 3.993, 1.214)  -0.81
C (2.720, 2.644, 1.497)  -0.47
Sb (0.826, 1.185, -3.509)  0.83
C (2.571, 0.332, -4.479)  0.01
C (2.840, -1.024, -4.369)  -0.15
C (3.933, -1.576, -5.012)  -0.64
C (4.770, -0.779, -5.773)  -0.46
C (4.504, 0.575, -5.893)  -0.57
C (3.402, 1.122, -5.260)  -0.41
C (1.807, 3.081, -3.101)  0.21
C (1.041, 4.234, -3.164)  -0.54
C (1.621, 5.480, -2.999)  -0.61
C (2.982, 5.585, -2.774)  -0.50
C (3.754, 4.439, -2.712)  -0.76
C (3.168, 3.196, -2.871)  -0.28
H (0.515, 0.546, -0.894)  -0.92
H (1.128, -0.847, -1.813)  -0.52
H (2.801, 1.489, -0.797)  -0.46
H (3.393, 0.146, -1.798)  0.69
H (3.863, -0.159, 0.639)  0.81
H (2.907, -1.470, -0.074)  0.56
H (1.828, 1.548, 4.330)  0.42
H (3.529, 1.735, 6.110)  0.39
H (5.527, 0.281, 6.061)  0.37
H (5.784, -1.392, 4.269)  0.38
H (4.046, -1.610, 2.528)  0.40
H (-0.630, 2.298, 1.314)  0.72
H (-0.449, 4.692, 0.788)  0.36
H (1.764, 5.784, 0.706)  0.40
H (3.794, 4.476, 1.204)  0.40
H (3.607, 2.065, 1.715)  0.32
H (2.198, -1.668, -3.783)  0.21
H (4.125, -2.636, -4.914)  0.45
H (5.621, -1.212, -6.282)  0.36
H (5.156, 1.208, -6.482)  0.38
H (3.199, 2.181, -5.367)  0.52
H (-0.020, 4.151, -3.351)  0.43
H (1.008, 6.370, -3.063)  0.40
H (3.442, 6.556, -2.650)  0.39
H (4.820, 4.515, -2.550)  0.40
H (3.784, 2.309, -2.840)  0.38
C (-3.713, 3.457, -1.934)  -1.57
C (-3.246, 2.372, -1.004)  0.42
N (-2.002, 2.068, -0.878)  0.21
O (-1.094, 2.789, -1.705)  -0.22
C (-4.193, 1.612, -0.223)  -0.14
C (-5.665, 1.941, -0.221)  -1.65
N (-3.684, 0.609, 0.430)  0.97
O (-4.423, -0.208, 1.120)  -0.81
H (-3.898, 3.033, -2.919)  0.26
H (-2.924, 4.202, -2.039)  0.34
H (-4.621, 3.939, -1.584)  0.39
H (-0.274, 2.776, -1.191)  0.02
H (-5.856, 2.965, 0.104)  0.34
H (-6.140, 1.258, 0.484)  0.33
H (-6.104, 1.789, -1.208)  0.32
O (0.568, -2.514, 0.189)  0.50
H (0.777, -2.766, -0.729)  -0.29
H (0.189, -3.330, 0.548)  0.19
C (-0.575, -2.820, -6.038)  -0.95
Si (-1.211, -3.416, -4.345)  0.70
C (-2.268, -4.995, -4.529)  -1.08
C (-2.359, -2.023, -3.728)  -0.48
Se (0.431, -3.830, -2.932)  -0.64
H (-1.381, -2.727, -6.758)  0.37
H (0.169, -3.497, -6.443)  0.28
H (-0.102, -1.847, -5.933)  0.08
H (-3.000, -4.919, -5.327)  0.36
H (-2.797, -5.200, -3.602)  0.23
H (-1.632, -5.852, -4.727)  0.27
H (-3.218, -1.921, -4.383)  0.44
H (-1.828, -1.072, -3.714)  -0.03
H (-2.725, -2.216, -2.718)  -0.09
Br (-4.878, -6.912, 2.735)  -0.18
C (-3.468, -5.847, 2.027)  0.26
C (-2.332, -5.629, 2.790)  -0.50
C (-1.349, -4.821, 2.247)  -0.57
N (-1.434, -4.282, 1.041)  -0.02
C (-2.509, -4.527, 0.308)  -0.53
C (-3.573, -5.296, 0.760)  -0.71
H (-2.218, -6.080, 3.763)  0.47
H (-0.450, -4.593, 2.804)  0.45
H (-2.502, -4.118, -0.695)  0.57
H (-4.448, -5.467, 0.155)  0.45
C (-0.707, -0.798, 4.974)  -0.23
C (-1.604, -0.699, 6.229)  -0.88
N (-2.958, -0.333, 5.838)  -0.20
C (-2.927, 0.922, 5.095)  -0.91
C (-2.081, 0.754, 3.810)  0.54
N (-1.506, -0.590, 3.768)  0.18
C (-2.600, -1.562, 3.733)  0.08
C (-3.503, -1.374, 4.974)  -0.95
H (-0.221, -1.774, 4.905)  0.52
H (0.071, -0.033, 4.997)  -0.14
H (-1.236, 0.061, 6.923)  0.41
H (-1.654, -1.649, 6.768)  0.23
H (-2.510, 1.688, 5.752)  0.33
H (-3.961, 1.195, 4.867)  0.34
H (-1.261, 1.477, 3.783)  0.12
H (-2.691, 0.889, 2.918)  -0.31
H (-2.166, -2.564, 3.705)  -0.16
H (-3.179, -1.398, 2.823)  0.38
H (-3.584, -2.294, 5.557)  0.38
H (-4.506, -1.064, 4.675)  0.29

## Properties
E_tot ... -8019.73731 a.u.
Net charge ... -1
Energy relative to the best compared isomer or geometry (same formula, charge and spin) ... 60.69 kJ/mol
2S+1 ... 1

No. 2
Formula: C7H13N2
Source: the OMol25 dataset
Level of theory: wB97M-V/def2-TZVPD

Each line ends with the Mulliken charge.
CARTESIAN COORDINATES (ANGSTROEM)
C (-1.392, 0.178, 1.118)  -0.56
C (1.883, 1.506, 0.016)  -0.62
C (2.182, -0.123, 0.027)  -0.70
C (0.454, 1.658, 0.727)  -0.59
C (0.822, -0.599, 0.166)  0.71
C (0.559, -2.014, 0.121)  -1.41
C (-2.511, -0.191, -1.145)  -0.87
N (-0.064, 0.298, 0.615)  0.47
N (-2.445, 0.029, 0.346)  0.05
H (2.762, 2.059, 0.540)  0.32
H (1.885, 2.019, -0.961)  0.31
H (2.660, -0.369, -0.877)  0.39
H (2.808, -0.332, 0.837)  0.38
H (0.660, 1.867, 1.708)  0.36
H (-0.253, 2.287, 0.214)  0.40
H (1.487, -2.568, -0.002)  0.39
H (-0.260, -2.062, -0.596)  0.30
H (0.106, -2.450, 1.021)  0.36
H (-3.214, 0.588, -1.535)  0.33
H (-3.151, -1.218, -1.361)  0.29
H (-1.639, -0.324, -1.713)  0.37
H (-3.338, -0.238, 0.733)  0.31

## Properties
E_tot ... -383.67185 a.u.
Net charge ... +1
Energy relative to the best compared isomer or geometry (same formula, charge and spin) ... 381.59 kJ/mol
2S+1 ... 1

No. 3
Formula: C10H15AlO8
Source: the OMol25 dataset
Level of theory: wB97M-V/def2-TZVPD

Each line ends with the Mulliken charge.
CARTESIAN COORDINATES (ANGSTROEM)
Al (-1.049, -0.214, 1.029)  1.36
C (0.989, -2.993, 4.241)  -1.00
C (0.208, -1.965, 3.461)  0.97
O (0.582, -0.767, 3.310)  -0.66
O (-0.880, -2.329, 2.913)  -0.65
H (1.474, -3.664, 3.538)  0.23
H (0.353, -3.421, 5.011)  0.31
H (1.784, -2.444, 4.747)  0.31
C (-4.772, 1.899, 2.530)  -1.01
C (-3.565, 1.022, 2.271)  0.98
O (-3.635, -0.167, 1.940)  -0.60
O (-2.427, 1.602, 2.317)  -0.62
H (-4.757, 2.647, 1.744)  0.26
H (-4.843, 2.375, 3.509)  0.33
H (-5.664, 1.277, 2.601)  0.31
C (1.945, -3.484, -1.053)  -1.00
C (0.874, -2.474, -0.682)  0.94
O (1.209, -1.545, 0.119)  -0.60
O (-0.313, -2.681, -0.978)  -0.65
H (1.475, -4.204, -1.719)  0.32
H (2.344, -4.045, -0.210)  0.25
H (2.815, -3.038, -1.533)  0.29
O (0.404, 1.269, -1.058)  -0.58
C (0.801, 1.730, -2.096)  0.41
O (-0.084, 1.857, -3.090)  -0.37
C (0.514, 2.430, -4.244)  -0.42
C (1.832, 3.036, -3.788)  -0.44
C (2.140, 2.259, -2.480)  -0.38
H (-0.220, 3.065, -4.751)  0.29
H (0.569, 1.685, -5.049)  0.26
H (1.752, 4.097, -3.551)  0.26
H (2.582, 2.933, -4.569)  0.31
H (2.695, 2.773, -1.699)  0.37
H (2.868, 1.480, -2.728)  0.24

## Properties
E_tot ... -1234.29980 a.u.
Net charge ... 0
2S+1 ... 1

No. 4
Formula: C34H31BiN4O2S3Sb
Source: the OMol25 dataset
Level of theory: wB97M-V/def2-TZVPD

Each line ends with the Mulliken charge.
CARTESIAN COORDINATES (ANGSTROEM)
Bi (-0.608, -0.587, -2.560)  0.83
O (2.619, 0.419, -4.240)  -0.58
C (1.993, 0.763, -3.272)  -0.19
O (1.514, -0.100, -2.358)  -0.87
C (1.765, 2.201, -2.908)  0.87
C (2.889, 3.014, -2.796)  -0.58
C (2.774, 4.337, -2.401)  -0.76
C (1.519, 4.858, -2.119)  -0.70
C (0.390, 4.064, -2.245)  -0.77
C (0.498, 2.735, -2.648)  1.04
S (-1.045, 1.902, -3.002)  -0.51
H (3.857, 2.590, -3.034)  0.52
H (3.657, 4.957, -2.319)  0.44
H (1.413, 5.891, -1.814)  0.44
H (-0.592, 4.481, -2.055)  0.43
N (-4.160, 0.811, -1.900)  -0.20
C (-4.104, -0.526, -1.747)  0.44
N (-2.994, -1.231, -1.779)  0.16
C (-3.245, -2.583, -1.512)  -0.22
C (-4.541, -2.878, -1.293)  -0.42
S (-5.517, -1.462, -1.415)  -0.23
C (-2.126, -3.539, -1.484)  -0.34
C (-2.229, -4.884, -1.467)  -0.53
S (-0.661, -5.604, -1.503)  -0.23
C (0.050, -4.028, -1.565)  0.27
N (-0.826, -3.051, -1.517)  0.49
N (1.379, -3.839, -1.696)  -0.24
H (-3.324, 1.346, -2.089)  -0.17
H (-5.043, 1.283, -1.960)  0.22
H (-4.979, -3.834, -1.054)  0.44
H (-3.118, -5.497, -1.462)  0.43
H (2.013, -4.606, -1.565)  0.26
H (1.753, -2.913, -1.544)  -0.07
C (0.637, 0.161, 3.619)  -0.86
C (-0.687, -0.477, 3.281)  0.55
C (-1.518, -0.896, 4.320)  -0.94
C (-2.737, -1.513, 4.078)  -0.88
C (-3.159, -1.727, 2.777)  -0.76
C (-2.351, -1.316, 1.726)  -0.64
C (-1.127, -0.695, 1.963)  0.59
Sb (0.072, -0.129, 0.298)  2.36
C (0.300, 1.947, 0.651)  0.89
C (1.539, 2.550, 0.850)  -0.51
C (1.626, 3.900, 1.148)  -0.75
C (0.468, 4.653, 1.256)  -0.88
C (-0.765, 4.055, 1.053)  -0.62
C (-0.880, 2.701, 0.744)  0.69
C (-2.263, 2.124, 0.569)  -1.88
C (1.735, -1.403, 0.694)  1.12
C (1.340, -2.569, 1.358)  -0.87
C (2.252, -3.571, 1.642)  -0.89
C (3.577, -3.413, 1.256)  -0.86
C (3.964, -2.264, 0.588)  -0.52
C (3.061, -1.240, 0.288)  0.83
C (3.585, -0.034, -0.447)  -1.08
H (0.724, 0.316, 4.693)  0.55
H (0.756, 1.129, 3.134)  0.05
H (1.470, -0.474, 3.307)  0.11
H (-1.196, -0.733, 5.342)  0.45
H (-3.355, -1.826, 4.911)  0.40
H (-4.109, -2.208, 2.576)  0.48
H (-2.686, -1.476, 0.711)  0.69
H (2.450, 1.976, 0.793)  0.25
H (2.598, 4.354, 1.297)  0.47
H (0.523, 5.709, 1.491)  0.41
H (-1.669, 4.649, 1.129)  0.45
H (-2.958, 2.901, 0.252)  0.58
H (-2.636, 1.698, 1.501)  0.37
H (-2.296, 1.337, -0.186)  -0.08
H (0.309, -2.706, 1.662)  0.59
H (1.928, -4.463, 2.163)  0.51
H (4.308, -4.181, 1.476)  0.41
H (4.999, -2.143, 0.285)  0.47
H (4.124, -0.340, -1.345)  0.57
H (4.284, 0.521, 0.182)  0.53
H (2.789, 0.629, -0.765)  -0.98

## Properties
E_tot ... -3333.01776 a.u.
Net charge ... +1
Energy relative to the best compared isomer or geometry (same formula, charge and spin) ... 29.10 kJ/mol
2S+1 ... 1